[1]
This record from the Open Molecules 2025 dataset describes a molecular structure, C4H5FO. The level of theory is ωB97M-V/def2-TZVPD.

ORCA input file:
```
! wB97M-V def2-TZVPD RIJCOSX def2/J DEFGRID3
* xyz 0 1
F -1.8215 -1.8007 0.2753
O 1.2216 -0.7630 -0.2150
C -0.1039 -0.2648 -0.4579
C 0.4482 1.0855 -0.3487
C 1.7006 0.5614 -0.2158
C -1.1821 -0.6835 0.5643
H -0.4472 -0.5247 -1.4513
H 2.6605 0.7034 -0.0909
H 0.1494 2.0753 -0.3935
H -0.7909 -0.6788 1.6555
H -1.8346 0.2899 0.6779
*
```

* E_tot: -330.40969 Ha
* orbital gap: 10.185 eV

***

[2]
This record from the Open Molecules 2025 dataset describes 2 unconnected molecules or ions with the total composition C2H3N3O. The level of theory is ωB97M-V/def2-TZVPD.

ORCA input file:
```
! wB97M-V def2-TZVPD RIJCOSX def2/J DEFGRID3
* xyz 0 1
O -2.0610 -0.3787 -0.0805
N 1.3928 -0.9676 0.0181
N 0.1524 -1.0016 0.2863
N 1.5462 1.2641 -0.1946
C -0.7599 -0.1605 0.1018
C 0.3935 1.5233 -0.2583
H -2.2405 -1.3053 -0.3153
H 1.9404 -1.2611 0.8469
H -0.3639 2.2874 -0.4045
*
```

* E_tot: -317.35260 Ha
* orbital gap (alpha / beta): 8.984 / 8.983 eV

***

[3]
This record from the Open Molecules 2025 dataset describes a molecular structure, C3HFO2Yb. The level of theory is ωB97M-V/def2-TZVPD.

ORCA input file:
```
! wB97M-V def2-TZVPD RIJCOSX def2/J DEFGRID3
* xyz 2 3
Yb 3.7526 0.8587 1.4352
F -0.7963 0.4947 0.8670
O 1.6995 0.0153 0.4236
O 0.0562 -1.2362 -0.4622
C -1.8901 0.1404 -0.7287
C 0.6294 -0.5904 0.6107
C -0.9740 -0.6582 -1.0682
H -2.4773 0.9757 -1.0774
*
```

* E_tot: -1523.00893 Ha
* orbital gap (alpha / beta): 6.710 / 7.537 eV

***

[4]
This record from the Open Molecules 2025 dataset describes 3 unconnected molecules or ions with the total composition C20H49ClN4O6. The level of theory is ωB97M-V/def2-TZVPD.

ORCA input file:
```
! wB97M-V def2-TZVPD RIJCOSX def2/J DEFGRID3
* xyz 0 1
Cl -5.5804 -0.3414 -2.1479
O -0.7712 -3.9040 -2.6744
O -3.4724 -5.3663 -1.2714
O 3.9499 -1.9800 -0.7557
O -0.2672 2.9757 -0.3412
O 2.4423 -0.1680 3.2191
O -0.6358 2.6295 4.1733
N -4.2087 -3.3516 -2.1237
N -0.6658 4.8687 2.1849
N 4.2726 0.6089 0.7297
N -2.0755 -1.0864 -5.0024
C 4.1336 1.2153 2.0510
C 0.2267 -2.8990 -2.7488
C -0.0193 2.0506 0.6995
C 2.9620 -1.4852 -1.6372
C -4.0921 -0.9943 -1.3457
C 5.1403 -1.2043 -0.6869
C -1.7968 4.3597 2.9503
C -3.7084 -0.1313 -0.1483
C -0.8479 -1.8740 -4.8169
C -0.9161 5.0924 0.7629
C -0.2259 -1.6212 -3.4477
C -1.3641 3.8409 4.3064
C 2.2436 -1.3095 2.4072
C -3.1085 -4.2547 -2.1029
C 3.7633 0.3375 3.2438
C -1.7426 -3.6932 -1.6432
C 0.7586 2.7106 4.3860
C 5.2577 -0.4585 0.6266
C -1.3126 3.9039 -0.1087
C -4.3679 -2.4547 -0.9882
H 1.0026 3.2489 5.3066
H 0.4459 1.1686 0.2560
H 5.0684 1.7332 2.2900
H 0.0002 5.5080 0.3371
H -2.6623 0.1440 -0.1935
H 1.2723 3.1905 3.5447
H 0.1186 4.2392 2.2751
H -3.3406 -0.9545 -2.1191
H -0.9406 1.7420 1.2009
H 0.6793 2.4548 1.4360
H 2.0147 -1.0341 1.3738
H -2.9600 -4.6265 -3.1151
H 5.2060 -0.5181 -1.5363
H -1.7697 -2.6480 -1.3482
H 2.4378 -0.6136 -1.2287
H -2.2593 3.6072 4.8890
H -1.4227 -4.2724 -0.7788
H -3.7423 -2.7599 -0.1560
H 3.1086 -1.9766 2.4240
H 5.9777 -1.9035 -0.7571
H -2.2923 -1.0190 -5.9885
H 1.0483 -3.3384 -3.3081
H -1.5689 4.2980 -1.0949
H 3.3634 1.9861 1.9637
H 0.5986 -2.6604 -1.7509
H -4.3558 -2.9058 -3.0132
H -3.9326 -0.6625 0.7692
H -2.3188 3.5355 2.4470
H 3.3900 -1.2189 -2.6075
H -2.7991 -6.0518 -1.4322
H -1.0217 -2.9368 -4.9715
H -0.1490 -1.5436 -5.5774
H 1.3822 -1.8478 2.8027
H -4.2776 0.7869 -0.1774
H 2.2314 -2.2799 -1.7851
H 0.6508 -0.9942 -3.5796
H -0.7925 4.5939 4.8572
H 4.4761 -0.4800 3.4066
H -2.8575 -1.5322 -4.5419
H 3.3711 0.2598 0.4350
H 5.1651 -1.1997 1.4311
H 3.8154 0.9726 4.1322
H -2.2075 3.3882 0.2613
H -2.5171 5.1718 3.0896
H -1.6847 5.8666 0.6681
H 1.1305 1.6898 4.4622
H 6.2593 -0.0226 0.6916
H -5.3943 -2.5043 -0.6382
H -0.9188 -1.0963 -2.8005
*
```

* E_tot: -1921.93837 Ha
* SMILES: C[C@H](Cl)CN[C@H](O)COCCCN.COCCNCCOC.COCCNCCOC
* orbital gap: 9.256 eV

***

[5]
This record from the Open Molecules 2025 dataset describes a gas-phase ion, C4H11N2O (charge +1). The level of theory is ωB97M-V/def2-TZVPD.

ORCA input file:
```
! wB97M-V def2-TZVPD RIJCOSX def2/J DEFGRID3
* xyz 1 1
O -1.7396 1.3233 0.2185
N 0.3257 0.1236 0.0516
N 0.6602 -0.8517 -0.9725
C -1.8062 -1.0748 -0.1458
C -1.3321 0.2540 0.0905
C 0.7310 1.4150 -0.4527
C 0.9293 -0.1824 1.3633
H 1.8640 -0.6396 1.1430
H 1.8117 1.4794 -0.6929
H 0.3217 1.6758 -1.4070
H 1.4954 -1.2423 -0.7817
H -1.1170 -1.3961 -0.8344
H -1.8124 -1.6880 0.8350
H 0.6369 -0.3561 -1.8246
H 0.9149 0.8882 1.8038
H -2.8508 -1.1316 -0.6546
H 0.3110 -0.8857 1.9851
H 0.6563 2.2891 0.2754
*
```

* E_tot: -343.41001 Ha
* SMILES: CC(=O)[N+](C)(C)N
* orbital gap: 11.582 eV

***

[6]
This record from the Open Molecules 2025 dataset describes a molecular structure, C16H17MnN5O2Se3Te. The level of theory is ωB97M-V/def2-TZVPD.

ORCA input file:
```
! wB97M-V def2-TZVPD RIJCOSX def2/J DEFGRID3
* xyz -2 6
Te -3.3360 4.7229 0.5666
Se -2.3035 2.7166 -0.4001
Se -1.3221 -2.4440 -0.3470
Se -1.8169 1.2593 1.1536
Mn -0.5216 -0.3161 0.0743
O -0.8183 0.5752 -1.5451
O 0.2589 -0.6586 1.7415
N 1.4036 0.3160 -1.9427
N -1.6003 -2.3014 4.3971
N -2.1462 -3.7754 2.6916
N -2.8817 -0.2624 3.0231
N 1.3619 -0.1948 -0.6758
C -1.6440 -1.0530 4.8622
C -0.9798 2.4076 -3.7172
C 1.1275 1.5406 -4.4724
C 1.6395 -1.4652 3.5060
C 0.0014 3.2400 -5.7450
C 1.4388 -1.0460 2.0620
C -2.1717 -2.5213 3.2101
C 0.2164 0.7417 -2.3090
C 3.7110 -0.7447 -1.0124
C 2.4741 -0.6717 -0.1601
C 2.5125 -1.0923 1.1873
C -2.2231 -0.0219 4.1606
C 1.0712 2.3731 -5.5717
C 0.1003 1.5469 -3.5286
C -1.0179 3.2552 -4.8062
C -2.8753 -1.4846 2.5553
H -1.1759 -0.8957 5.8295
H 4.5198 -1.2437 -0.4824
H 1.9667 0.8811 -4.3155
H -1.8418 3.9473 -4.9036
H -2.1929 1.0097 4.4857
H 3.4748 -1.2899 -1.9253
H 2.1189 -2.4427 3.5382
H 4.0229 0.2590 -1.3041
H -1.4107 -4.3526 3.0744
H -3.4184 -1.6803 1.6396
H -2.1811 -3.7887 1.6743
H -0.0404 3.8945 -6.6082
H 0.6778 -1.5274 4.0102
H -1.7790 2.4419 -2.9901
H 1.8813 2.3564 -6.2906
H 2.2672 -0.7463 4.0355
H 3.4522 -1.4640 1.5744
*
```

* E_tot: -9667.56288 Ha
* orbital gap (alpha / beta): 4.714 / 4.769 eV

***

ΔE to the lowest compared entry with this formula, charge and spin: 48.98 112.77 14.38 44.63 96.73 44.01 (kcal per mole)